Density functional theory data (ωB97M-V/def2-TZVPD) for 2 unconnected molecules or ions with the total composition C4H11N2 at a distorted geometry.

Each line ends with the Mulliken charge.
Atoms and positions in Å:
H  -0.848  -2.533  -1.030  0.31
H  2.632  0.506  -1.239  0.28
H  1.449  0.734  1.547  0.31
N  1.679  0.176  0.629  -0.65
H  1.104  1.447  -0.783  0.34
C  -0.862  -1.442  -1.185  -1.06
C  2.012  1.108  -0.472  -0.88
H  -2.384  1.585  1.008  0.28
H  -0.207  -1.117  -1.889  0.36
C  -2.434  0.542  1.279  -0.24
N  -1.751  -0.257  0.676  0.11
C  -0.839  -0.734  0.075  0.19
H  -1.903  -1.257  -1.723  0.32
H  2.560  -0.342  0.852  0.29
H  0.322  -0.505  0.430  0.38
H  2.498  1.976  -0.218  0.38
H  -3.030  0.113  2.043  0.28

## Properties
Gap between HOMO and LUMO (eV): 9.756
Molecular weight (g mol⁻¹): 87.146
2S+1: 1
HOMO energy (eV): -13.8
Energy relative to the best compared isomer or geometry (same formula, charge and spin) (eV): 3.9361
Total charge: +1


Density functional theory data (ωB97M-V/def2-TZVPD) for a molecular structure, C38H60P3RuSSi at a distorted geometry.

Each line ends with the Löwdin spin population.
Atoms and positions in Å:
H  -3.456  -4.147  -0.586  0.00
H  0.702  -3.753  -0.360  0.00
H  -2.397  -1.339  3.480  0.00
H  4.086  1.558  -0.969  0.00
H  -0.192  3.855  -0.215  0.00
H  -1.463  0.952  3.473  0.00
S  2.775  -0.085  0.217  0.00
C  2.955  -0.386  3.866  0.00
H  -1.981  -2.756  -2.179  0.00
H  -5.484  1.449  2.764  0.00
H  3.667  -2.276  0.317  0.00
C  3.566  1.505  -0.013  0.00
H  -0.257  -3.467  -3.795  0.00
C  -0.914  1.362  -2.625  0.00
H  0.884  -2.680  1.049  0.00
C  4.109  -1.282  0.260  0.00
C  -5.015  -0.555  2.153  0.00
P  -1.718  -1.745  -0.044  0.00
H  -3.483  4.247  -3.022  0.00
H  0.449  1.598  4.930  0.00
H  1.300  2.513  -3.946  0.00
H  4.265  1.670  0.806  0.00
H  -4.215  -0.723  -1.648  0.00
C  1.210  4.237  1.351  0.00
H  -3.819  -1.482  -3.186  0.00
H  -0.929  1.040  5.853  0.00
C  0.778  1.572  2.134  0.02
P  0.340  -0.178  2.514  0.00
Ru  0.327  -0.587  -0.052  0.87
H  2.837  -0.901  -4.078  0.00
C  0.325  3.442  0.643  0.02
H  -1.285  -1.810  4.776  0.00
H  -1.320  -1.301  -3.573  0.00
C  0.137  -1.077  -5.105  0.00
C  -0.160  0.724  5.146  0.00
C  -0.230  -1.312  -3.633  0.00
H  1.647  1.164  -5.036  0.00
H  -4.313  -2.442  1.451  0.00
H  -0.232  -0.144  -5.517  0.00
H  -2.739  -0.278  -2.491  0.00
C  0.278  -2.698  -3.236  0.00
H  0.632  -4.389  1.268  0.00
H  -2.741  -3.644  2.236  0.00
H  2.896  -1.207  -2.346  0.00
C  -2.488  2.927  -1.656  0.00
C  -2.955  -0.839  0.942  0.00
C  -2.767  3.443  -2.910  0.00
C  -3.794  -3.296  -1.175  0.00
C  -0.858  0.151  3.910  0.00
C  1.662  2.390  2.838  0.00
H  -1.196  -4.401  2.596  0.00
C  2.943  -0.426  -3.104  0.00
C  1.339  -2.285  4.110  0.00
C  0.339  -3.545  0.641  0.01
C  -4.113  -1.381  1.499  0.00
C  -3.639  1.358  1.675  0.00
H  -3.469  2.427  1.753  0.00
H  2.956  1.997  -4.224  0.00
C  -1.566  1.886  -1.506  0.00
P  0.262  -0.026  -2.383  -0.01
H  1.383  5.262  1.051  0.00
H  -4.189  -3.697  -2.110  0.00
C  -1.663  -3.517  2.159  0.00
C  1.895  0.676  -2.912  0.00
C  1.931  1.640  -4.100  0.00
Si  -1.206  1.134  0.127  0.03
H  2.204  2.014  3.691  0.00
H  -2.505  -0.582  5.061  0.00
H  -0.312  -1.879  -5.693  0.00
H  2.155  1.258  -2.027  0.00
H  1.211  -1.123  -5.270  0.00
C  -2.705  -2.268  -1.524  0.00
C  1.868  3.708  2.454  0.02
C  0.071  2.120  1.042  0.04
H  0.458  -0.016  5.652  0.00
C  -3.392  -1.112  -2.252  0.00
C  -4.778  0.811  2.248  0.00
H  -5.905  -0.980  2.599  0.00
C  1.801  -1.136  3.204  0.00
H  3.399  0.356  3.204  0.00
H  -4.625  -2.822  -0.658  0.00
H  1.339  -2.807  -3.465  0.00
C  -2.719  0.538  1.017  0.00
H  2.657  0.103  4.794  0.00
H  2.552  4.326  3.022  0.00
H  -3.011  3.327  -0.794  0.00
H  3.941  0.015  -3.076  0.00
C  -1.213  1.885  -3.886  0.00
H  0.973  -1.937  5.074  0.00
H  -2.349  3.306  -5.010  0.00
H  2.196  -2.931  4.307  0.00
H  4.718  -1.108  1.145  0.00
H  -1.389  -2.655  2.761  0.00
H  4.712  -1.214  -0.644  0.00
H  3.734  -1.107  4.123  0.00
H  2.203  -1.598  2.304  0.00
H  0.148  -2.892  -2.176  0.00
H  -1.648  -4.137  0.115  0.00
H  2.783  2.260  0.030  0.00
H  0.567  -2.906  3.659  0.00
C  -2.130  2.915  -4.025  0.00
H  -0.735  1.503  -4.773  0.00
C  -1.188  -3.358  0.719  0.00
C  -1.809  -0.972  4.316  0.00

## Properties
Gap between HOMO and LUMO (spin up / spin down) (eV): 8.117 / 6.938
Molecular weight (g mol⁻¹): 771.043
2S+1: 2
HOMO energy (spin up / spin down) (eV): -13.8 / -13.6
Energy relative to the best compared isomer or geometry (same formula, charge and spin) (eV): 0.0000
<S²>: 0.757
Total charge: +2


Density functional theory data (ωB97M-V/def2-TZVPD) for C5H8N2 in the gas phase.

Each line ends with the Mulliken charge.
Atoms and positions in Å:
N  -0.045  0.166  0.663  -0.29
H  1.931  0.941  0.668  0.26
N  -2.965  -1.539  0.478  -0.40
C  1.357  0.079  0.355  -0.63
H  0.043  -1.902  1.278  0.23
H  -0.619  -0.786  2.471  0.30
H  -0.910  1.494  -1.838  0.30
C  -0.572  -0.992  1.384  -0.37
H  1.811  -0.905  0.486  0.28
C  0.363  0.155  -0.746  0.42
H  0.779  1.550  -2.379  0.33
H  0.320  2.308  -0.845  0.32
C  -1.926  -1.298  0.917  0.23
C  0.128  1.451  -1.498  -1.34
H  0.282  -0.736  -1.379  0.36

## Properties
Gap between HOMO and LUMO (eV): 10.699
Molecular weight (g mol⁻¹): 96.133
2S+1: 1
HOMO energy (eV): -9.8
Energy relative to the best compared isomer or geometry (same formula, charge and spin) (eV): 1.8212